{
  "formula": "C33H27BrIN3PSTi",
  "method": "wB97M-V/def2-TZVPD",
  "e_tot_ha": -5898.4443,
  "charge": 1,
  "homo_energy_ev": [-9.39, -9.38],
  "largest_force_ev_per_a": 1.190,
  "e_lumo_ev": [-2.833, -2.834],
  "symbols": ["Ti", "C", "N", "C", "C", "N", "C", "S", "C", "C", "C", "C", "C", "N", "H", "H", "H", "H", "H", "H", "H", "H", "H", "C", "C", "C", "C", "C", "C", "P", "C", "C", "C", "C", "C", "C", "C", "C", "C", "C", "C", "C", "H", "H", "H", "H", "H", "H", "H", "H", "H", "H", "H", "H", "H", "H", "Br", "C", "C", "C", "C", "C", "C", "I", "H", "H", "H", "H"],
  "xyz": [[0.43596, 0.13700, 0.89290], [-0.11361, -5.26107, 0.95772], [0.94337, -4.28275, 1.19061], [2.28545, -4.58869, 1.34390], [2.94709, -3.42285, 1.49294], [2.00236, -2.41456, 1.41700], [0.78443, -2.95268, 1.21365], [-0.68796, -2.06903, 1.04446], [2.22080, -0.99360, 1.50744], [3.21306, -0.42054, 0.63236], [3.88711, 0.75162, 0.71811], [3.72042, 1.77896, 1.71827], [2.64905, 1.93760, 2.49875], [1.51419, 1.07547, 2.40553], [0.08717, -6.13592, 1.57069], [-0.14075, -5.53959, -0.09357], [-1.06456, -4.82753, 1.25243], [2.63271, -5.60604, 1.35432], [3.98582, -3.21101, 1.67121], [3.46868, -1.06192, -0.20977], [4.62415, 0.93919, -0.05203], [4.50746, 2.51672, 1.81815], [2.53169, 2.75096, 3.20286], [0.68950, 7.05813, 2.35416], [-0.38044, 6.32804, 2.85881], [-0.59993, 5.03191, 2.42475], [0.24851, 4.45509, 1.47968], [1.31781, 5.19104, 0.97797], [1.53749, 6.48996, 1.41587], [0.02297, 2.73339, 0.96604], [-1.74737, 2.53841, 0.55910], [-2.19964, 1.22301, 0.47340], [-3.49359, 0.88965, 0.12528], [-4.37939, 1.91679, -0.18220], [-3.94665, 3.23471, -0.14187], [-2.64014, 3.54653, 0.22195], [0.17657, 1.65257, 2.40188], [-0.70951, 1.52611, 3.52603], [-0.63013, 0.66874, 4.57016], [0.23766, -0.46154, 4.72516], [1.14567, -0.95506, 3.85294], [1.58819, -0.34925, 2.63284], [0.85891, 8.07081, 2.69513], [-1.04022, 6.76797, 3.59478], [-1.43062, 4.46649, 2.83034], [1.98520, 4.74753, 0.24849], [2.37097, 7.05855, 1.02542], [-1.54820, 0.38431, 0.73051], [-3.80527, -0.14550, 0.08933], [-5.40163, 1.68747, -0.45184], [-4.63301, 4.03414, -0.38837], [-2.32793, 4.58335, 0.25364], [-1.55760, 2.20408, 3.51539], [-1.37883, 0.79048, 5.34321], [0.07411, -1.04932, 5.62071], [1.58655, -1.92095, 4.07962], [-2.36679, -1.36894, -2.46310], [-2.03550, 0.39217, -3.04143], [-3.05680, 1.06727, -3.69826], [-2.86826, 2.37196, -4.12486], [-1.66334, 3.01959, -3.89476], [-0.63981, 2.34947, -3.24305], [-0.83085, 1.03689, -2.82510], [0.82393, 0.11465, -1.97878], [-3.99663, 0.56218, -3.87214], [-3.67253, 2.88252, -4.63731], [-1.51269, 4.03834, -4.22443], [0.30958, 2.83777, -3.07040]],
  "forces_ev_per_a": [[0.8, 0.1, 0.9], [0.1, 0.1, 0.1], [-0.1, -0.2, -0.1], [0.0, 0.1, 0.1], [0.0, 0.0, 0.1], [0.1, 0.1, -0.3], [-0.2, 0.2, 0.2], [0.2, -0.3, -0.1], [-0.2, 0.2, -0.3], [0.3, -0.3, 0.2], [0.0, 0.2, 0.1], [0.2, 0.0, -0.1], [-0.4, -0.2, 0.0], [0.0, 0.4, 0.0], [0.0, 0.0, 0.0], [0.0, 0.0, 0.0], [0.0, 0.0, 0.0], [0.0, 0.0, 0.0], [0.0, 0.0, 0.0], [0.0, 0.0, 0.0], [0.0, 0.0, 0.0], [0.0, 0.0, 0.0], [0.0, 0.0, 0.0], [0.0, 0.0, 0.0], [0.0, 0.0, 0.0], [0.0, 0.0, 0.1], [0.1, 0.1, -0.1], [0.0, 0.0, -0.1], [0.0, 0.0, 0.0], [-0.3, 0.0, 0.2], [0.0, 0.0, 0.1], [0.0, -0.2, 0.0], [-0.1, 0.2, -0.1], [0.0, 0.0, 0.0], [0.0, 0.0, 0.0], [0.0, 0.1, 0.0], [0.1, -0.6, 0.0], [0.1, 0.2, -0.2], [0.1, -0.3, 0.1], [-0.2, 0.1, 0.1], [0.3, 0.0, -0.2], [-0.8, 0.3, -0.5], [0.0, 0.0, 0.0], [0.0, 0.0, 0.0], [0.0, 0.0, 0.0], [0.0, 0.0, 0.0], [0.0, 0.0, 0.0], [-0.5, 0.0, 0.1], [0.0, 0.0, 0.0], [0.0, 0.0, 0.0], [0.0, 0.0, 0.0], [0.0, 0.0, 0.0], [0.0, 0.0, 0.0], [0.0, 0.0, 0.0], [0.0, 0.0, 0.0], [0.0, 0.0, 0.0], [0.1, -0.1, 0.0], [-0.2, 0.0, -0.1], [0.0, 0.1, 0.0], [0.0, 0.0, 0.0], [0.0, -0.1, 0.1], [-0.1, 0.0, -0.1], [0.1, 0.4, 0.0], [0.4, -0.5, 0.0], [0.0, 0.0, 0.0], [0.0, 0.0, 0.0], [0.0, 0.0, 0.0], [0.0, 0.0, 0.0]]
}